Record 1
Computed, not measured: a cluster of 2 separate species, C4H6INO in total, with ωB97M-V/def2-TZVPD.

Results
highest occupied orbital energy (spin up / spin down): -10.164 / -7.163 eV
ΔE to the lowest compared entry with this formula, charge and spin: 150.9 kcal/mol

The geometry in ORCA input format:
```
! RIJCOSX wB97M-V def2-TZVPD def2/J DEFGRID3
* xyz 0 1
C 0.578 1.201 -1.744
C 0.885 0.654 -0.492
C 0.353 -0.553 -0.219
C -0.805 -1.880 1.647
N 0.199 -1.658 0.598
O -0.332 -1.493 -0.779
I 0.173 5.451 -0.639
H 0.936 2.235 -1.985
H -0.332 0.862 -2.201
H 1.598 1.203 0.153
H -1.640 -1.162 1.774
H -1.384 -2.675 1.312
H -0.230 -2.186 2.575
*
```

Atom charges from the Mulliken analysis, given in e for atoms 1 to 5: -0.922 -0.408 0.853 -0.713 -0.250



Record 2
Computed, not measured: a cluster of 2 separate species, C26H27N3O3 in total, with ωB97M-V/def2-TZVPD.

Results
highest occupied orbital energy: -7.136 eV
ΔE to the lowest compared entry with this formula, charge and spin: 83.5 kcal/mol

The geometry in ORCA input format:
```
! RIJCOSX wB97M-V def2-TZVPD def2/J DEFGRID3
* xyz 0 1
N 0.109 0.406 2.502
C -0.974 -0.417 2.426
O -2.140 -0.076 2.445
C -0.531 -1.802 2.311
C 0.795 -1.790 2.327
C 1.208 -0.396 2.454
O 2.367 -0.032 2.505
H -1.178 -2.662 2.224
H 1.460 -2.637 2.255
C -0.246 8.335 7.688
N 0.280 7.150 7.033
C 1.442 6.549 7.461
O 2.143 6.912 8.381
C 1.673 5.341 6.571
C 1.636 4.041 7.379
C 2.675 3.954 8.460
C 2.301 3.855 9.792
C 3.250 3.813 10.793
C 4.590 3.870 10.473
C 4.979 3.959 9.152
C 4.027 3.995 8.154
N 0.604 5.379 5.520
C 0.522 4.542 4.441
C -0.457 4.636 3.473
C -0.588 3.813 2.373
C -1.613 3.936 1.394
C -1.692 3.003 0.344
C -2.676 3.100 -0.610
C -3.611 4.120 -0.549
C -3.556 5.048 0.475
C -2.576 4.964 1.433
C -0.302 6.552 5.800
C -1.726 6.092 6.092
C -0.205 7.591 4.685
H 0.332 8.548 8.584
H -0.191 9.197 7.026
H -1.284 8.174 7.973
H 2.642 5.459 6.070
H 0.641 3.936 7.822
H 1.747 3.192 6.702
H 1.256 3.814 10.042
H 2.943 3.740 11.825
H 5.330 3.860 11.256
H 6.028 4.005 8.904
H 4.332 4.060 7.124
H 1.267 3.775 4.345
H -1.193 5.403 3.593
H 0.110 3.004 2.263
H -0.977 2.201 0.304
H -2.725 2.378 -1.407
H -4.382 4.191 -1.298
H -4.285 5.840 0.524
H -2.544 5.696 2.217
H -1.726 5.431 6.959
H -2.373 6.942 6.303
H -2.163 5.547 5.259
H 0.824 7.942 4.608
H -0.495 7.197 3.716
H -0.845 8.445 4.898
*
```

Atom charges from the Mulliken analysis, given in e for atoms 1 to 5: -0.100 0.281 -0.677 -0.454 -0.406



Record 3
Computed, not measured: a cluster of 2 separate species, C7H16O in total, with ωB97M-V/def2-TZVPD.

Results
highest occupied orbital energy: -8.843 eV
SMILES string: C=C(C)CCCC.O
ΔE to the lowest compared entry with this formula, charge and spin: 82.6 kcal/mol

The geometry in ORCA input format:
```
! RIJCOSX wB97M-V def2-TZVPD def2/J DEFGRID3
* xyz 0 1
C 1.152 1.887 -2.826
C 0.700 0.474 -2.741
C -0.141 0.081 -1.533
C 0.452 0.593 -0.174
C -1.889 1.126 0.733
C -0.773 0.408 0.944
C -0.351 -0.489 2.050
H 2.149 2.083 -3.148
H 0.663 2.370 -3.681
H 1.180 2.212 -1.717
H 0.035 0.073 -3.603
H 1.549 -0.158 -2.671
H -1.105 0.546 -1.634
H -0.380 -0.985 -1.219
H 0.524 1.596 -0.216
H 1.259 -0.136 0.102
H -2.931 1.067 1.147
H -1.847 1.915 0.036
H -0.347 0.173 2.919
H 0.486 -0.884 1.781
H -1.086 -1.276 2.182
H -0.125 -3.647 4.877
H 0.311 -4.962 4.149
O 0.514 -4.067 4.241
*
```

Atom charges from the Mulliken analysis, given in e for atoms 1 to 5: -0.873 -0.366 -0.722 -0.879 -1.036



- Which of these has the lowest ΔE to the lowest compared entry with this formula, charge and spin?
  C7H16O